{"formula": "C4H2O2", "method": "ωB97M-V with the def2-TZVPD basis set", "molar_mass_g_mol": 82.06, "total_charge": 0, "energy_ev": -8270.1729, "gap_ev": 10.336, "spin_multiplicity": 1, "e_above_lowest_kcal_mol": 54.32, "symbols": ["O", "C", "C", "C", "C", "O", "H", "H"], "coordinates": [[1.574, -0.302, -0.655], [0.843, 0.576, -1.028], [-0.276, 1.488, -0.253], [-0.683, 0.413, 0.214], [-0.765, -0.768, 1.036], [-1.679, -0.942, 1.801], [0.865, 0.959, -2.046], [0.121, -1.424, 0.929]], "mulliken_charge": [-0.435, 0.226, -0.432, 0.339, 0.005, -0.428, 0.381, 0.345]}

=====

{"formula": "C4H2O3S", "method": "ωB97M-V with the def2-TZVPD basis set", "molar_mass_g_mol": 130.12, "total_charge": 0, "energy_ev": -21151.2521, "gap_ev": 6.875, "spin_multiplicity": 1, "e_above_lowest_kcal_mol": 101.66, "symbols": ["C", "C", "C", "C", "O", "O", "O", "S", "H", "H"], "coordinates": [[-1.142, 0.280, -0.339], [-0.427, -0.466, -1.252], [-0.631, 1.057, 0.564], [1.960, -0.751, -0.441], [2.984, -0.800, 0.127], [-0.302, 0.620, 3.059], [0.912, -0.994, -0.994], [-0.116, 1.583, 1.961], [-2.194, 0.461, -0.655], [-1.045, -0.990, -2.030]], "mulliken_charge": [0.267, -0.363, -0.417, 0.770, -0.275, -0.506, -0.137, 0.117, 0.249, 0.295]}

=====

{"formula": "C4H2O4", "method": "ωB97M-V with the def2-TZVPD basis set", "molar_mass_g_mol": 114.06, "total_charge": 0, "energy_ev": -12367.6861, "smiles": "O=Cc1coc(=O)o1", "gap_ev": 9.107, "spin_multiplicity": 1, "e_above_lowest_kcal_mol": 30.55, "symbols": ["C", "C", "C", "C", "H", "H", "O", "O", "O", "O"], "coordinates": [[2.048, 0.253, 0.011], [0.655, 0.263, 0.282], [-0.156, 1.383, -0.009], [-1.393, -0.390, 0.077], [2.466, 1.265, -0.122], [0.364, 2.340, -0.471], [2.763, -0.799, -0.250], [-1.421, 0.994, -0.023], [-2.470, -0.924, -0.272], [-0.092, -0.854, 0.348]], "mulliken_charge": [-0.123, 0.648, -0.083, 0.609, 0.247, 0.253, -0.512, -0.235, -0.513, -0.291]}

=====

{"formula": "C4H2OTl", "method": "ωB97M-V with the def2-TZVPD basis set", "molar_mass_g_mol": 270.44, "total_charge": 2, "energy_ev": -10894.8867, "gap_ev": [7.088, 6.661], "spin_multiplicity": 2, "symbols": ["C", "C", "H", "O", "C", "C", "H", "Tl"], "coordinates": [[-0.475, 0.448, 1.980], [-0.250, 0.221, 0.809], [-0.410, -0.015, 2.973], [2.014, 0.360, -1.064], [0.869, 0.488, -1.378], [-0.372, 0.278, -0.640], [-1.177, 0.929, -1.012], [-1.154, -1.582, -1.240]], "mulliken_charge": [0.021, -0.456, 0.369, -0.008, 0.456, 0.143, 0.433, 1.043]}

=====

{"formula": "C4H2OTm", "method": "ωB97M-V with the def2-TZVPD basis set", "molar_mass_g_mol": 234.99, "total_charge": 2, "energy_ev": -35730.8931, "gap_ev": [5.745, 6.932], "spin_multiplicity": 4, "e_above_lowest_kcal_mol": 0.00, "symbols": ["C", "C", "H", "O", "C", "C", "H", "Tm"], "coordinates": [[-1.741, 0.673, 0.732], [-0.741, 0.119, 0.319], [-2.730, 0.167, 0.879], [1.726, -1.167, 1.265], [1.682, -0.373, 0.374], [0.560, 0.231, -0.335], [0.818, 1.228, -0.723], [0.424, -0.879, -2.511]], "mulliken_charge": [-0.083, 0.083, 0.344, -0.233, 0.223, -0.592, 0.512, 1.746]}

=====

{"formula": "C4H2S2", "method": "ωB97M-V with the def2-TZVPD basis set", "molar_mass_g_mol": 114.19, "total_charge": 0, "energy_ev": -25847.4421, "smiles": "C#CC(=S)C=S", "gap_ev": 7.053, "spin_multiplicity": 1, "e_above_lowest_kcal_mol": 17.62, "symbols": ["C", "C", "C", "C", "H", "H", "S", "S"], "coordinates": [[-0.518, 1.403, 0.138], [-0.601, -0.056, 0.409], [0.406, -0.915, -0.146], [1.245, -1.635, -0.589], [-1.337, 1.983, 0.621], [2.003, -2.274, -1.016], [0.622, 2.136, -0.734], [-1.818, -0.643, 1.316]], "mulliken_charge": [-0.210, -0.039, -0.513, 0.414, 0.288, 0.415, -0.175, -0.180]}

=====

{"formula": "C4H2S5", "method": "ωB97M-V with the def2-TZVPD basis set", "molar_mass_g_mol": 210.40, "total_charge": 0, "energy_ev": -58351.2856, "gap_ev": [6.777, 6.792], "spin_multiplicity": 1, "e_above_lowest_kcal_mol": 104.41, "symbols": ["C", "C", "C", "C", "S", "S", "S", "S", "S", "H", "H"], "coordinates": [[0.117, -1.741, 0.327], [-0.704, 1.836, -0.644], [0.730, -1.193, 1.280], [0.374, 1.736, -1.374], [1.332, -1.345, 2.945], [-0.710, -2.588, -0.827], [-1.920, 1.718, 0.328], [1.492, 0.369, 1.858], [-2.531, -2.191, -0.626], [0.926, 2.683, -1.842], [0.895, 0.716, -1.427]], "mulliken_charge": [0.080, 0.246, 0.318, -0.405, -0.107, -0.020, -0.249, -0.043, -0.239, 0.201, 0.216]}

=====

{"formula": "C4H30N2O11", "method": "ωB97M-V with the def2-TZVPD basis set", "molar_mass_g_mol": 282.29, "total_charge": 0, "energy_ev": -30136.7684, "smiles": "C[C@H](N)CC(N)=O.O.O.O.O.O.O.O.O.O.O", "gap_ev": 10.449, "spin_multiplicity": 1, "e_above_lowest_kcal_mol": 61.60, "symbols": ["C", "C", "C", "C", "N", "O", "N", "H", "H", "H", "H", "H", "H", "H", "H", "H", "H", "H", "H", "O", "H", "H", "O", "H", "H", "O", "H", "H", "O", "H", "H", "O", "H", "H", "O", "H", "H", "O", "H", "H", "O", "H", "H", "O", "H", "H", "O"], "coordinates": [[1.402, -1.749, -0.311], [1.317, -0.306, 0.042], [-0.079, -0.111, 0.809], [-0.542, 1.237, 0.316], [-0.234, 2.395, 0.999], [-1.458, 1.310, -0.505], [2.360, 0.193, 0.916], [1.119, -2.340, 0.568], [2.487, -2.102, -0.549], [0.903, -2.050, -1.235], [1.242, 0.426, -0.720], [-0.853, -0.859, 0.552], [0.196, -0.128, 1.889], [-0.959, 3.197, 0.946], [0.576, 2.549, 1.544], [3.247, 0.324, 0.418], [2.629, -0.542, 1.613], [-2.992, 0.377, -0.078], [-4.187, -0.335, -0.292], [-3.334, -0.442, 0.135], [-2.359, -2.090, -0.402], [-1.524, -2.873, -1.288], [-2.102, -2.924, -0.499], [1.203, 0.958, -4.437], [-0.196, 1.368, -3.928], [0.438, 0.723, -4.059], [3.073, 3.318, 2.030], [2.556, 1.873, 1.610], [2.510, 2.826, 1.537], [-1.340, -3.258, 1.668], [-1.722, -2.454, 2.828], [-0.936, -2.989, 2.456], [1.004, -2.211, 2.560], [1.584, -3.620, 2.707], [1.946, -2.726, 2.666], [-0.347, -0.722, -3.093], [-1.043, -0.386, -1.862], [-0.660, -1.110, -2.263], [0.470, 3.056, -2.966], [-1.135, 2.817, -2.743], [-0.494, 3.180, -3.352], [-2.922, -0.768, 1.895], [-3.260, -2.202, 1.684], [-3.088, -1.607, 2.467], [1.824, 3.157, -0.035], [2.168, 3.966, -1.370], [1.512, 3.654, -0.866]], "mulliken_charge": [-1.093, -0.213, 0.368, -0.078, -0.249, -0.871, -0.405, 0.260, 0.352, 0.256, 0.574, -0.441, 0.452, 0.247, 0.219, 0.347, 0.264, 0.256, 0.213, -0.524, 0.294, 0.345, -0.609, 0.212, 0.381, -0.586, 0.233, 0.424, -0.675, 0.267, 0.483, -0.696, 0.306, 0.346, -0.672, 0.309, 0.207, -0.489, 0.325, 0.327, -0.720, 0.455, 0.338, -0.787, 0.363, 0.272, -0.587]}

=====

{"formula": "C4H30N3O8", "method": "ωB97M-V with the def2-TZVPD basis set", "molar_mass_g_mol": 248.30, "total_charge": 1, "energy_ev": -25478.3960, "gap_ev": 9.420, "spin_multiplicity": 1, "e_above_lowest_kcal_mol": 38.92, "symbols": ["N", "C", "C", "C", "N", "C", "N", "H", "H", "H", "H", "H", "H", "H", "H", "H", "H", "H", "H", "H", "H", "H", "H", "O", "H", "H", "O", "H", "H", "O", "H", "H", "O", "H", "H", "O", "H", "H", "O", "H", "H", "O", "H", "H", "O"], "coordinates": [[-0.064, 1.249, -0.053], [0.932, 0.176, 0.289], [1.703, 0.676, 1.554], [0.959, 1.446, 2.760], [-0.092, 0.754, 3.320], [1.998, -0.176, -0.775], [1.663, -1.308, -1.674], [-0.684, 1.115, -0.858], [-0.713, 1.546, 0.732], [0.515, 2.034, -0.356], [0.512, -1.023, 0.486], [2.375, 1.477, 1.206], [2.235, -0.150, 2.003], [0.539, 2.450, 2.347], [1.627, 2.004, 3.400], [-0.021, 0.662, 4.383], [-0.045, -0.163, 3.018], [2.090, 0.691, -1.515], [2.980, -0.396, -0.217], [0.790, -1.640, -1.373], [2.335, -2.010, -1.657], [-3.448, -0.282, 0.727], [-2.027, -0.919, 0.464], [-2.611, -0.176, 0.336], [0.283, 2.294, -3.222], [0.490, 3.644, -4.004], [0.250, 3.260, -3.162], [-2.732, 0.491, -1.315], [-2.669, 1.879, -1.879], [-2.403, 0.982, -2.083], [-0.584, 0.604, -2.920], [0.889, -0.211, -3.063], [0.411, 0.632, -2.898], [-1.677, 3.987, -0.324], [-1.254, 3.379, -1.649], [-1.611, 3.136, -0.784], [1.808, -2.915, 2.786], [0.600, -3.209, 1.900], [1.211, -2.593, 2.081], [-1.209, -5.204, 1.809], [-0.906, -5.376, 0.394], [-0.814, -4.825, 1.090], [-0.968, -3.055, 0.289], [-1.671, -2.578, -1.154], [-0.993, -2.359, -0.441]], "mulliken_charge": [0.439, 0.990, -1.098, -0.973, -0.450, -0.864, -0.550, -0.053, 0.493, 0.617, -0.636, 0.440, 0.417, 0.215, 0.442, 0.280, 0.250, 0.247, 0.507, 0.266, 0.249, 0.243, 0.363, -0.641, 0.501, 0.304, -0.665, 0.344, 0.328, -0.705, 0.267, 0.322, -0.774, 0.266, 0.343, -0.642, 0.289, 0.172, -0.486, 0.259, 0.236, -0.544, 0.357, 0.272, -0.638]}

=====

{"formula": "C4H30NO11S", "method": "ωB97M-V with the def2-TZVPD basis set", "molar_mass_g_mol": 300.35, "total_charge": -1, "energy_ev": -39484.0537, "gap_ev": 8.381, "spin_multiplicity": 1, "e_above_lowest_kcal_mol": 63.73, "symbols": ["C", "C", "C", "S", "N", "C", "O", "H", "H", "H", "H", "H", "H", "H", "H", "H", "H", "H", "H", "O", "H", "H", "O", "H", "H", "O", "H", "H", "O", "H", "H", "O", "H", "H", "O", "H", "H", "O", "H", "H", "O", "H", "H", "O", "H", "H", "O"], "coordinates": [[0.127, 2.897, -1.564], [0.119, 1.366, -1.643], [-0.706, 0.782, -2.784], [-0.225, 1.497, -4.456], [-0.420, 0.825, -0.372], [0.122, -0.438, 0.220], [-0.889, -0.974, 0.979], [0.919, 3.209, -0.857], [0.326, 3.280, -2.573], [-0.771, 3.329, -1.102], [1.141, 1.027, -1.655], [-0.496, -0.273, -2.968], [-1.760, 1.096, -2.738], [1.109, 1.565, -4.367], [-1.415, 0.683, -0.484], [0.315, -1.135, -0.608], [0.971, -0.115, 0.829], [2.104, -2.857, 0.246], [2.176, -4.277, 0.578], [2.684, -3.650, 0.083], [0.696, -0.432, 3.649], [0.243, -1.557, 2.762], [0.912, -1.315, 3.408], [-1.804, -0.253, 1.569], [-2.263, 0.728, 0.679], [-2.422, 0.506, 1.585], [-0.925, -2.473, 1.047], [-0.979, -3.754, 2.003], [-0.794, -3.494, 1.084], [-0.289, 2.076, 1.013], [-1.251, 1.866, 2.126], [-0.501, 2.439, 1.877], [-1.423, -2.545, -2.190], [-2.342, -1.542, -2.756], [-1.654, -2.169, -3.038], [2.930, -0.526, -2.005], [2.858, -0.719, -0.441], [2.762, -1.157, -1.276], [2.475, 1.804, 0.890], [2.704, 0.866, 2.137], [3.140, 1.408, 1.446], [-2.890, -1.227, -0.116], [-4.322, -1.283, -0.312], [-3.533, -0.982, -0.785], [1.696, 2.361, 3.822], [0.568, 1.805, 3.094], [0.978, 1.731, 3.966]], "mulliken_charge": [-1.530, 0.238, -0.657, -0.276, -0.010, 0.321, -0.535, 0.306, 0.364, 0.324, 0.042, 0.465, 0.274, 0.102, 0.067, 0.388, -0.512, 0.363, 0.311, -0.658, 0.313, 0.319, -0.683, 0.362, 0.567, -1.030, 0.290, 0.280, -0.747, 0.436, 0.418, -0.894, 0.331, 0.316, -0.677, 0.248, 0.358, -0.599, 0.344, 0.349, -0.690, 0.324, 0.291, -0.585, 0.325, 0.319, -0.674]}

=====

{"formula": "C4H30O13", "method": "ωB97M-V with the def2-TZVPD basis set", "molar_mass_g_mol": 286.27, "total_charge": -2, "energy_ev": -31253.4593, "gap_ev": 8.135, "spin_multiplicity": 1, "e_above_lowest_kcal_mol": 1.25, "symbols": ["C", "O", "C", "C", "C", "O", "H", "H", "H", "H", "H", "H", "H", "H", "H", "H", "O", "H", "H", "O", "H", "H", "O", "H", "H", "O", "H", "H", "O", "H", "H", "O", "H", "H", "O", "H", "H", "O", "H", "H", "O", "H", "H", "O", "H", "H", "O"], "coordinates": [[-0.499, 1.011, -1.487], [0.671, 1.216, -2.208], [-0.627, -0.446, -0.964], [-1.903, -0.671, -0.198], [-1.959, -2.020, 0.683], [-1.345, -1.847, 1.886], [-0.487, 1.677, -0.615], [-1.355, 1.270, -2.138], [0.259, -0.699, -0.404], [-0.502, -1.114, -1.851], [-2.044, 0.202, 0.425], [-2.816, -0.781, -0.789], [-1.378, -2.828, 0.199], [-3.020, -2.294, 0.830], [0.382, 1.624, -3.703], [-1.035, 1.652, -4.338], [-0.137, 1.947, -4.535], [3.175, -0.029, 1.615], [2.350, -1.082, 2.229], [3.132, -0.493, 2.457], [-3.423, -0.389, 1.751], [-4.383, 0.105, 0.808], [-4.297, 0.020, 1.770], [1.814, -2.876, 0.064], [2.743, -2.823, -1.143], [2.498, -3.387, -0.405], [-0.183, -1.792, 1.700], [1.121, -2.537, 2.574], [1.050, -2.051, 1.746], [1.390, 2.493, -1.067], [2.439, 1.835, -0.216], [1.979, 2.704, -0.319], [2.401, 0.513, 4.296], [0.885, 0.527, 4.628], [1.735, 0.875, 4.898], [-2.458, -0.472, -4.311], [-2.355, -1.691, -3.385], [-2.512, -1.450, -4.314], [1.669, 0.289, -1.645], [2.128, -0.709, -0.440], [2.519, -0.196, -1.206], [-0.764, -0.648, 3.239], [-0.858, 0.183, 2.236], [-0.597, 0.349, 3.167], [1.578, 4.646, 0.157], [1.705, 4.797, -1.193], [1.312, 5.388, -0.482]], "mulliken_charge": [-0.275, -0.917, 0.360, -0.699, -1.045, -0.807, 0.346, 0.104, -0.637, 0.136, 0.702, 0.426, 0.346, 0.472, 0.460, 0.222, -0.731, 0.324, 0.496, -0.717, 0.379, 0.338, -0.692, 0.361, 0.354, -0.715, 0.442, 0.144, -0.928, 0.457, 0.280, -0.776, 0.371, 0.334, -0.696, 0.335, 0.344, -0.666, 0.417, 0.148, -0.817, 0.441, 0.302, -0.728, 0.391, 0.313, -0.700]}

=====

{"formula": "C4H31N2O11S", "method": "ωB97M-V with the def2-TZVPD basis set", "molar_mass_g_mol": 315.36, "total_charge": -1, "energy_ev": -40988.9026, "gap_ev": 9.038, "spin_multiplicity": 1, "e_above_lowest_kcal_mol": 58.23, "symbols": ["C", "N", "C", "O", "C", "C", "S", "N", "H", "H", "H", "H", "H", "H", "H", "H", "H", "H", "H", "H", "H", "O", "H", "H", "O", "H", "H", "O", "H", "H", "O", "H", "H", "O", "H", "H", "O", "H", "H", "O", "H", "H", "O", "H", "H", "O", "H", "H", "O"], "coordinates": [[-0.717, -0.027, 0.247], [-0.780, -1.382, 0.744], [0.400, -1.730, 1.696], [1.619, -1.348, 1.123], [-1.168, 1.008, 1.357], [0.002, 1.399, 2.265], [-0.402, 2.627, 3.580], [-1.693, 2.309, 0.776], [-1.343, 0.030, -0.608], [0.358, 0.300, -0.051], [-0.687, -1.982, -0.133], [0.369, -2.817, 1.702], [0.262, -1.309, 2.736], [-1.903, 0.584, 2.025], [1.017, 1.592, 1.714], [0.422, 0.512, 2.881], [-0.641, 3.741, 2.772], [-2.729, 2.359, 0.677], [-1.382, 2.838, 0.130], [-3.014, -1.599, 3.258], [-2.732, -1.686, 1.712], [-3.414, -1.973, 2.473], [2.017, -0.204, -1.587], [1.476, -1.555, -2.213], [1.425, -0.579, -2.215], [-3.432, 0.919, -0.874], [-3.367, -0.234, 0.160], [-3.984, 0.505, -0.301], [-2.674, -0.189, -3.634], [-1.690, 0.525, -2.442], [-2.449, 0.639, -3.010], [-0.267, -0.988, -2.541], [-0.316, -1.131, -3.984], [-0.881, -1.237, -3.256], [3.370, -3.170, -0.151], [2.102, -2.330, 0.172], [2.617, -2.840, -0.602], [1.232, 0.544, -3.350], [0.496, 1.830, -3.756], [0.809, 0.957, -4.082], [2.113, -0.165, 0.586], [3.257, 0.877, -0.049], [2.350, 0.765, 0.033], [1.625, 2.005, -0.988], [2.178, 2.456, -2.417], [1.462, 2.583, -1.801], [2.549, -1.529, 2.427], [2.938, -0.503, 3.564], [3.199, -1.401, 3.237]], "mulliken_charge": [1.217, -0.269, -0.568, -0.628, 0.694, -0.221, -0.275, -0.470, -0.601, -0.820, 0.377, 0.434, 0.227, -0.045, 0.173, -0.161, 0.121, 0.258, 0.082, 0.306, 0.359, -0.704, 0.239, 0.340, -0.587, 0.301, 0.422, -0.623, 0.328, 0.404, -0.714, 0.327, 0.335, -0.693, 0.250, 0.364, -0.754, 0.470, 0.296, -0.709, 0.307, 0.188, -0.749, 0.310, 0.285, -0.756, 0.364, 0.299, -0.730]}